1.
ORCA calculation (wB97M-V/def2-TZVPD) on 6 unconnected molecules or ions with the total composition C34H75F3O17 at a distorted geometry.

Bonds (Å) are listed after each position.
Positions of all 129 atoms, in Å:
1 C -2.72146 1.24625 -8.85006  O2 1.452, H10 1.090, H11 1.090, H12 1.090
2 O -2.90838 2.41038 -8.00273  C1 1.452, C3 1.406
3 C -1.75092 2.79446 -7.30316  O2 1.406, C4 1.569, H13 1.090, H14 1.090
4 C -1.89683 4.04271 -6.36322  C3 1.569, O5 1.388, H15 1.090, H16 1.090
5 O -2.68650 3.90952 -5.22970  C4 1.388, C6 1.455
6 C -2.24791 4.64801 -4.05544  O5 1.455, C7 1.457, H17 1.090, H18 1.090
7 C -3.35471 4.47576 -3.12383  C6 1.457, O8 1.402, H19 1.090, H20 1.090
8 O -4.51541 5.10683 -3.59338  C7 1.402, C9 1.431
9 C -5.41263 4.22809 -4.27832  O8 1.431, H21 1.090, H22 1.090, H23 1.090
10 H -2.02474 1.30382 -9.68634  C1 1.090
11 H -3.68320 1.05872 -9.32755  C1 1.090
12 H -2.53857 0.34642 -8.26272  C1 1.090
13 H -0.92599 2.89280 -8.00881  C3 1.090
14 H -1.48499 1.90443 -6.73287  C3 1.090
15 H -2.10686 4.95397 -6.92320  C4 1.090
16 H -0.88195 4.30186 -6.06162  C4 1.090
17 H -1.99600 5.69477 -4.22559  C6 1.090
18 H -1.33290 4.19444 -3.67447  C6 1.090
19 H -3.02150 5.10154 -2.29590  C7 1.090
20 H -3.44036 3.42514 -2.84641  C7 1.090
21 H -5.94849 3.63493 -3.53730  C9 1.090
22 H -5.00237 3.61495 -5.08072  C9 1.090
23 H -6.15844 4.75048 -4.87747  C9 1.090
24 C -8.96596 -3.98673 -4.50252  O25 1.424, H33 1.090, H34 1.090, H35 1.090
25 O -8.69843 -3.94582 -3.10457  C24 1.424, C26 1.370
26 C -7.42344 -4.30018 -2.75081  O25 1.370, C27 1.543, H36 1.090, H37 1.090
27 C -6.25421 -3.40142 -3.20508  C26 1.543, O28 1.399, H38 1.090, H39 1.090
28 O -6.40675 -2.08619 -2.75392  C27 1.399, C29 1.463
29 C -5.15550 -1.34087 -2.88822  O28 1.463, C30 1.546, H40 1.090, H41 1.090
30 C -5.28368 0.17993 -2.64186  C29 1.546, O31 1.406, H42 1.090, H43 1.090
31 O -3.98117 0.69154 -2.50071  C30 1.406, C32 1.428
32 C -3.14657 0.61351 -3.65676  O31 1.428, H44 1.090, H45 1.090, H46 1.090
33 H -8.14144 -3.55973 -5.07343  C24 1.090
34 H -9.91366 -3.45361 -4.57823  C24 1.090
35 H -9.18370 -5.04171 -4.66898  C24 1.090
36 H -7.23837 -5.33323 -3.04515  C26 1.090
37 H -7.42984 -4.41849 -1.66726  C26 1.090
38 H -6.11722 -3.44132 -4.28570  C27 1.090
39 H -5.45882 -3.79707 -2.57347  C27 1.090
40 H -4.99460 -1.39657 -3.96484  C29 1.090
41 H -4.30250 -1.93273 -2.55627  C29 1.090
42 H -5.79875 0.28142 -1.68661  C30 1.090
43 H -5.91061 0.76525 -3.31450  C30 1.090
44 H -2.92945 -0.41032 -3.96127  C32 1.090
45 H -2.22038 1.14019 -3.42681  C32 1.090
46 H -3.66127 1.20722 -4.41220  C32 1.090
47 C 2.02285 0.37800 -5.88646  O48 1.406, H56 1.090, H57 1.090, H58 1.090
48 O 2.11281 1.48626 -5.02624  C47 1.406, C49 1.469
49 C 1.90743 1.22956 -3.59421  O48 1.469, C50 1.521, H59 1.090, H60 1.090
50 C 1.85701 2.51869 -2.78870  C49 1.521, O51 1.430, H61 1.090, H62 1.090
51 O 2.93246 3.42293 -3.05648  C50 1.430, C52 1.395
52 C 4.21343 2.97610 -2.73202  O51 1.395, C53 1.559, H63 1.090, H64 1.090
53 C 5.24660 3.88899 -3.45958  C52 1.559, O54 1.463, H65 1.090, H66 1.090
54 O 6.27704 4.14675 -2.45402  C53 1.463, C55 1.357
55 C 5.88962 5.14378 -1.61853  O54 1.357, H67 1.090, H68 1.090, H69 1.090
56 H 1.11597 0.39356 -6.49096  C47 1.090
57 H 2.30224 -0.61995 -5.54862  C47 1.090
58 H 2.72289 0.61978 -6.68620  C47 1.090
59 H 2.64214 0.52537 -3.20380  C49 1.090
60 H 0.98073 0.67028 -3.46564  C49 1.090
61 H 1.75104 2.26713 -1.73343  C50 1.090
62 H 1.00696 3.12766 -3.09638  C50 1.090
63 H 4.43772 1.97599 -3.10291  C52 1.090
64 H 4.26879 2.86663 -1.64894  C52 1.090
65 H 4.91489 4.80183 -3.95434  C53 1.090
66 H 5.70782 3.30149 -4.25344  C53 1.090
67 H 5.59918 6.04611 -2.15663  C55 1.090
68 H 6.71337 5.25052 -0.91275  C55 1.090
69 H 5.05851 4.82360 -0.99017  C55 1.090
70 C -1.61177 -3.73189 3.85911  O71 1.492, H79 1.090, H80 1.090, H81 1.090
71 O -1.75472 -4.02760 5.31439  C70 1.492, C72 1.435
72 C -0.68123 -4.89332 5.71186  O71 1.435, C73 1.602, H82 1.090, H83 1.090
73 C -0.79692 -5.42463 7.21886  C72 1.602, O74 1.401, H84 1.090, H85 1.090
74 O -1.78351 -6.40546 7.38776  C73 1.401, C75 1.414
75 C -2.43887 -6.70374 8.60486  O74 1.414, C76 1.610, H86 1.090, H87 1.090
76 C -1.41161 -7.45106 9.59472  C75 1.610, O77 1.439, H88 1.090, H89 1.090
77 O -2.00308 -7.61798 10.89571  C76 1.439, C78 1.392
78 C -1.26829 -8.46333 11.72198  O77 1.392, H90 1.090, H91 1.090, H92 1.090
79 H -2.37463 -3.03175 3.51862  C70 1.090
80 H -1.61148 -4.70955 3.37714  C70 1.090
81 H -0.72602 -3.24582 3.45010  C70 1.090
82 H 0.23371 -4.30576 5.63597  C72 1.090
83 H -0.58837 -5.71153 4.99771  C72 1.090
84 H -1.31476 -4.58755 7.68709  C73 1.090
85 H 0.15979 -5.58322 7.71653  C73 1.090
86 H -3.34966 -7.29357 8.50159  C75 1.090
87 H -2.69659 -5.75214 9.06978  C75 1.090
88 H -0.45543 -6.92786 9.60334  C76 1.090
89 H -1.13746 -8.39189 9.11746  C76 1.090
90 H -1.78678 -8.45619 12.68074  C78 1.090
91 H -0.33751 -7.96726 11.99706  C78 1.090
92 H -1.20630 -9.51731 11.45107  C78 1.090
93 C 10.31814 3.29915 6.98716  O94 1.434, H102 1.090, H103 1.090, H104 1.090
94 O 9.45456 2.36523 6.32538  C93 1.434, C95 1.464
95 C 9.17484 2.70989 4.93059  O94 1.464, C96 1.495, H105 1.090, H106 1.090
96 C 7.79356 2.16314 4.76388  C95 1.495, O97 1.453, H107 1.090, H108 1.090
97 O 7.95429 0.72061 4.83887  C96 1.453, C98 1.461
98 C 6.61581 0.14279 4.93769  O97 1.461, C99 1.524, H109 1.090, H110 1.090
99 C 5.91156 0.26828 3.59203  C98 1.524, O100 1.477, H111 1.090, H112 1.090
100 O 4.60164 -0.39543 3.43358  C99 1.477, C101 1.437
101 C 4.00377 0.03594 2.20064  O100 1.437, H113 1.090, H114 1.090, H115 1.090
102 H 10.94205 3.81067 6.25423  C93 1.090
103 H 10.84022 2.72881 7.75544  C93 1.090
104 H 9.70430 4.06283 7.46475  C93 1.090
105 H 9.90885 2.22543 4.28666  C95 1.090
106 H 9.23332 3.78278 4.74735  C95 1.090
107 H 7.46752 2.49578 3.77842  C96 1.090
108 H 7.09620 2.60813 5.47365  C96 1.090
109 H 5.95952 0.74063 5.57012  C98 1.090
110 H 6.61629 -0.91876 5.18510  C98 1.090
111 H 6.52889 -0.35577 2.94585  C99 1.090
112 H 5.93759 1.22243 3.06569  C99 1.090
113 H 3.54651 1.01894 2.31345  C101 1.090
114 H 3.13267 -0.61181 2.10215  C101 1.090
115 H 4.65083 -0.02436 1.32555  C101 1.090
116 C -1.75060 2.92971 0.35395  C117 1.525, H125 1.090, H126 1.090, H127 1.090
117 C -1.48238 1.75243 -0.57804  C116 1.525, O118 1.480, H128 1.090, H129 1.090
118 O -1.20041 0.55775 0.24884  C117 1.480, C119 1.369
119 C 0.00302 -0.09567 0.23658  O118 1.369, O120 1.230, C121 1.508
120 O 0.90595 0.19290 -0.54747  C119 1.230
121 C 0.02666 -1.33691 1.09350  C119 1.508, F122 1.343, F123 1.327, F124 1.400
122 F -1.12897 -2.01909 1.13819  C121 1.343
123 F 0.97584 -2.17140 0.68740  C121 1.327
124 F 0.37809 -0.98133 2.40141  C121 1.400
125 H -1.85088 3.78018 -0.32040  C116 1.090
126 H -0.83861 3.06785 0.93472  C116 1.090
127 H -2.69256 2.78151 0.88202  C116 1.090
128 H -0.59049 1.88358 -1.19076  C117 1.090
129 H -2.23023 1.44870 -1.31055  C117 1.090

Summary:
orbital gap (spin up / spin down): 0.092 / 0.276 Ha
LUMO level (spin up / spin down): 2.156 / 2.154 eV
charge: -1
HOMO level (spin up / spin down): -0.36 / -5.36 eV
2S+1: 2

Löwdin atomic charge list, values in e, 99 entries: number 1, C, carries -0.097; number 2, O, carries -0.190; number 3, C, carries -0.193; number 4, C, carries -0.187; number 5, O, carries -0.148; number 6, C, carries -0.169; number 7, C, carries -0.233; number 8, O, carries -0.147; number 9, C, carries -0.096; number 10, H, carries 0.081; number 11, H, carries 0.079; number 12, H, carries 0.082; number 13, H, carries 0.118; number 14, H, carries 0.111; number 15, H, carries 0.122; number 16, H, carries 0.115; number 17, H, carries 0.134; number 18, H, carries 0.121; number 19, H, carries 0.128; number 20, H, carries 0.124; number 21, H, carries 0.084; number 22, H, carries 0.077; number 23, H, carries 0.080; number 24, C, carries -0.076; number 25, O, carries -0.188; number 26, C, carries -0.242; number 27, C, carries -0.217; number 28, O, carries -0.137; number 29, C, carries -0.153; number 30, C, carries -0.180; number 31, O, carries -0.216; number 32, C, carries -0.082; number 33, H, carries 0.083; number 34, H, carries 0.091; number 35, H, carries 0.086; number 36, H, carries 0.119; number 37, H, carries 0.129; number 38, H, carries 0.117; number 39, H, carries 0.126; number 40, H, carries 0.102; number 41, H, carries 0.133; number 42, H, carries 0.126; number 43, H, carries 0.122; number 44, H, carries 0.087; number 45, H, carries 0.080; number 46, H, carries 0.086; number 47, C, carries -0.138; number 48, O, carries -0.187; number 49, C, carries -0.166; number 50, C, carries -0.168; number 51, O, carries -0.144; number 52, C, carries -0.197; number 53, C, carries -0.122; number 54, O, carries -0.200; number 55, C, carries -0.172; number 56, H, carries 0.067; number 57, H, carries 0.089; number 58, H, carries 0.074; number 59, H, carries 0.118; number 60, H, carries 0.115; number 61, H, carries 0.109; number 62, H, carries 0.111; number 63, H, carries 0.115; number 64, H, carries 0.126; number 65, H, carries 0.119; number 66, H, carries 0.115; number 67, H, carries 0.090; number 68, H, carries 0.092; number 69, H, carries 0.081; number 70, C, carries -0.066; number 71, O, carries -0.192; number 72, C, carries -0.186; number 73, C, carries -0.166; number 74, O, carries -0.166; number 75, C, carries -0.145; number 76, C, carries -0.171; number 77, O, carries -0.185; number 78, C, carries -0.146; number 79, H, carries 0.086; number 80, H, carries 0.078; number 81, H, carries 0.065; number 82, H, carries 0.117; number 83, H, carries 0.110; number 84, H, carries 0.116; number 85, H, carries 0.113; number 86, H, carries 0.123; number 87, H, carries 0.115; number 88, H, carries 0.108; number 89, H, carries 0.115; number 90, H, carries 0.082; number 91, H, carries 0.087; number 92, H, carries 0.089; number 93, C, carries -0.103; number 94, O, carries -0.204; number 95, C, carries -0.180; number 96, C, carries -0.208; number 97, O, carries -0.114; number 98, C, carries -0.163; number 99, C, carries -0.205

2.
ORCA calculation (wB97M-V/def2-TZVPD) on a gas-phase ion, C8H13N2 (charge +1) at a distorted geometry.

Bonds (Å) are listed after each position.
Positions of all 23 atoms, in Å:
1 C -3.10979 -0.79524 0.64623  N2 1.156, H11 1.068
2 N -2.27181 -1.36196 0.08661  C1 1.156, C3 1.351
3 C -1.02720 -1.59686 -0.38330  N2 1.351, C4 1.560, H12 1.151, H13 1.147
4 C 0.09167 -0.73209 0.27528  C3 1.560, C5 1.500, C7 1.496, H14 1.123
5 C 1.39663 -1.39954 -0.04578  C4 1.500, C6 1.311, H15 1.133
6 C 2.23782 -1.44596 0.95842  C5 1.311, H16 1.188, H17 1.036
7 C -0.04363 0.64902 -0.28390  C4 1.496, C8 1.534, C9 1.404
8 C 0.25212 0.94468 -1.75989  C7 1.534, H18 1.088, H19 1.083, H20 1.110
9 C -0.08124 1.65205 0.69746  C7 1.404, N10 1.307, H21 1.012
10 N 0.20441 2.91926 0.55261  C9 1.307, H22 1.031, H23 1.083
11 H -3.96953 -0.53033 1.22244  C1 1.068
12 H -0.95643 -1.24643 -1.47695  C3 1.151
13 H -0.84952 -2.72148 -0.24547  C3 1.147
14 H -0.15354 -0.83382 1.36679  C4 1.123
15 H 1.63597 -1.60911 -1.13283  C5 1.133
16 H 3.34680 -1.87104 0.92018  C6 1.188
17 H 1.93669 -1.34321 1.94436  C6 1.036
18 H 0.19933 -0.04967 -2.19825  C8 1.088
19 H 1.20357 1.45868 -1.82413  C8 1.083
20 H -0.61862 1.58446 -2.01281  C8 1.110
21 H -0.08548 1.38567 1.67380  C9 1.012
22 H 0.42790 3.46890 1.39570  N10 1.031
23 H 0.23388 3.47405 -0.37656  N10 1.083

Summary:
orbital gap (spin up / spin down): 0.244 / 0.244 Ha
LUMO level (spin up / spin down): -4.365 / -4.366 eV
relative energy (zero: lowest compared OMol25 entry of this formula, charge and spin): 526.5 kJ/mol
charge: +1
HOMO level (spin up / spin down): -11.00 / -11.00 eV

Löwdin analysis output, partial charges in e: number 1, C, carries 0.343; number 2, N, carries 0.115; number 3, C, carries -0.158; number 4, C, carries -0.326; number 5, C, carries -0.148; number 6, C, carries 0.029; number 7, C, carries -0.270; number 8, C, carries -0.032; number 9, C, carries -0.187; number 10, N, carries 0.084; number 11, H, carries 0.133; number 12, H, carries 0.160; number 13, H, carries 0.184; number 14, H, carries 0.153; number 15, H, carries 0.143; number 16, H, carries 0.122; number 17, H, carries 0.038; number 18, H, carries 0.056; number 19, H, carries 0.089; number 20, H, carries 0.097; number 21, H, carries 0.088; number 22, H, carries 0.124; number 23, H, carries 0.162